{"formula": "C54H34Br2CaN6", "method": "the ωB97M-V functional and the def2-TZVPD basis", "homo_energy_ha": [-0.2280, -0.2280], "molar_mass_g_mol": 966.79, "gap_ev": [4.39, 4.39], "multiplicity": 1, "e_tot_ev": -224012.058, "elements": ["Ca", "C", "C", "C", "C", "C", "C", "C", "C", "C", "C", "C", "C", "C", "C", "C", "C", "C", "C", "C", "N", "C", "C", "C", "C", "C", "C", "C", "C", "C", "C", "C", "C", "N", "C", "C", "C", "C", "C", "N", "C", "C", "C", "C", "C", "C", "C", "C", "N", "H", "H", "H", "H", "H", "H", "H", "H", "H", "H", "H", "H", "H", "H", "H", "H", "H", "H", "H", "H", "H", "H", "H", "H", "H", "H", "H", "H", "Br", "C", "C", "C", "N", "C", "C", "C", "C", "C", "Br", "C", "C", "N", "H", "H", "H", "H", "H", "H"], "coordinates": [[-0.08070, -0.19031, 0.44863], [3.77975, -3.73260, 3.37040], [2.43830, -3.43829, 3.18314], [2.05099, -2.42846, 2.31872], [3.00423, -1.68958, 1.61459], [4.35249, -1.99978, 1.80961], [4.73662, -3.00767, 2.67873], [2.67943, -0.65810, 0.58541], [2.41821, 1.80220, 0.33852], [2.87905, 3.12492, 0.34208], [1.76341, 3.88857, 0.07818], [0.66388, 2.99135, -0.04271], [-0.71265, 3.36701, -0.02326], [-1.13868, 4.63161, -0.65052], [-2.49149, 5.02114, -0.70070], [-2.88088, 6.22406, -1.26073], [-1.94788, 7.06162, -1.85145], [-0.63053, 6.63671, -1.93666], [-0.23836, 5.43839, -1.37058], [-1.68383, 2.56042, 0.65274], [-1.74218, 1.19885, 0.60391], [-2.83944, 0.81280, 1.31475], [-3.42968, -0.48730, 1.28720], [-4.77576, -0.64112, 1.91236], [-5.88461, -0.02552, 1.33431], [-7.14994, -0.21486, 1.86750], [-7.32114, -1.01127, 2.99164], [-6.22042, -1.61233, 3.58261], [-4.95391, -1.43075, 3.04433], [-2.94288, -1.57736, 0.57626], [-3.70412, -2.77436, 0.24512], [-2.95887, -3.47946, -0.63378], [-1.71097, -2.75110, -0.81343], [-1.72680, -1.63312, -0.03981], [-0.68232, -3.01251, -1.73447], [0.53085, -2.27959, -1.58410], [1.20824, -1.48454, -2.60151], [2.00561, -0.60735, -1.93954], [1.97012, -1.01584, -0.53622], [1.03423, -2.01084, -0.38262], [-0.83804, -3.95238, -2.85288], [-2.01402, -4.03857, -3.60433], [-2.13642, -4.97507, -4.61740], [-1.08664, -5.83611, -4.90623], [0.09871, -5.73869, -4.19205], [0.22446, -4.80339, -3.17767], [-3.41829, 1.95628, 1.95256], [-2.72200, 3.04710, 1.51456], [1.11599, 1.69791, 0.11040], [4.07748, -4.51844, 4.05245], [1.68014, -4.00425, 3.70949], [1.00220, -2.21922, 2.19935], [5.11318, -1.45315, 1.26802], [5.78916, -3.22622, 2.80462], [3.88220, 3.46209, 0.54923], [1.70728, 4.96200, 0.12775], [-3.25587, 4.35984, -0.33309], [-3.92903, 6.49471, -1.25888], [-2.24900, 8.00703, -2.28308], [0.09639, 7.23718, -2.46852], [0.77511, 5.10715, -1.52338], [-5.74522, 0.59112, 0.45469], [-8.00690, 0.25425, 1.40037], [-8.31012, -1.16469, 3.40395], [-6.34684, -2.22871, 4.46386], [-4.09187, -1.90537, 3.49733], [-4.69059, -3.00723, 0.61336], [-3.20439, -4.41568, -1.10820], [1.01727, -1.54280, -3.66214], [2.60098, 0.17790, -2.37883], [-2.82519, -3.35245, -3.39617], [-3.05150, -5.02616, -5.19422], [-1.19222, -6.57920, -5.68625], [0.92410, -6.40160, -4.41927], [1.13905, -4.74126, -2.60015], [-4.25350, 1.93879, 2.63405], [-2.84122, 4.06877, 1.83694], [1.34363, 1.98495, 6.97354], [1.26872, 1.32874, 5.19536], [0.06372, 0.82106, 4.71299], [0.07413, 0.39368, 3.40798], [1.13267, 0.42529, 2.59431], [2.31468, 0.89992, 3.06860], [2.38052, 1.37704, 4.40450], [3.48521, 0.91926, 2.24658], [4.77521, 1.15739, 2.71701], [5.88134, 1.18401, 1.91822], [7.61179, 1.44778, 2.66015], [5.74056, 0.96634, 0.52464], [4.54302, 0.72537, -0.02344], [3.27957, 0.67529, 0.76522], [-0.82500, 0.77848, 5.32333], [-0.84486, -0.01375, 2.98559], [3.29500, 1.79526, 4.79177], [4.91275, 1.29848, 3.77802], [6.61281, 0.98062, -0.11420], [4.38368, 0.56301, -1.07517]], "atomic_forces_ev_per_a": [[0.421, -0.465, 1.229], [0.034, 0.009, 0.021], [-0.047, -0.045, 0.036], [0.160, 0.124, -0.087], [0.046, -0.025, 0.189], [0.006, 0.036, -0.070], [0.011, 0.015, 0.007], [-0.448, -0.607, -0.403], [-0.386, 0.365, -0.274], [0.257, 0.004, -0.085], [0.002, -0.093, 0.194], [-0.078, 0.262, -0.301], [0.163, -0.501, 0.318], [-0.129, 0.309, -0.125], [0.162, -0.101, 0.100], [-0.041, 0.071, -0.043], [0.005, -0.051, 0.026], [0.009, 0.078, -0.039], [-0.026, -0.036, -0.007], [-0.307, 0.396, 0.039], [-1.289, 0.735, 0.023], [0.171, 0.784, -0.043], [-0.015, -0.863, -0.317], [0.042, 0.045, -0.013], [-0.009, -0.018, 0.082], [-0.026, 0.035, -0.039], [-0.007, -0.012, 0.027], [-0.017, -0.037, 0.046], [0.011, 0.031, -0.059], [-0.279, 0.482, 0.489], [0.041, -0.225, -0.182], [-0.195, -0.032, 0.137], [0.074, 0.378, 0.153], [-0.587, -0.709, -0.541], [0.173, 0.141, 0.055], [-0.350, -0.273, 0.200], [0.276, 0.174, -0.047], [-0.193, 0.002, -0.386], [1.290, -0.161, 0.094], [0.329, -0.944, -0.387], [0.059, 0.043, -0.061], [0.029, -0.023, 0.018], [-0.050, 0.020, -0.004], [0.027, -0.037, -0.032], [0.026, -0.007, -0.055], [-0.072, 0.060, -0.015], [-0.031, -0.295, -0.031], [0.226, 0.120, -0.195], [0.697, 0.719, -0.046], [-0.011, -0.013, -0.015], [0.001, 0.026, 0.015], [-0.094, -0.045, -0.043], [-0.022, -0.026, 0.020], [-0.003, 0.006, 0.015], [-0.027, -0.024, 0.048], [0.097, -0.060, 0.028], [-0.038, -0.042, 0.106], [0.007, -0.011, 0.007], [-0.014, -0.015, -0.023], [0.014, -0.021, 0.007], [-0.121, 0.070, -0.078], [-0.010, -0.005, -0.003], [0.008, -0.001, 0.006], [0.005, 0.015, 0.005], [-0.001, 0.001, -0.011], [-0.005, -0.013, 0.001], [0.008, -0.023, -0.007], [-0.028, 0.000, -0.004], [0.047, 0.051, -0.007], [-0.021, 0.031, 0.035], [-0.015, -0.006, 0.001], [-0.004, -0.012, 0.020], [0.012, 0.024, -0.015], [-0.003, 0.003, 0.006], [-0.003, -0.036, 0.010], [0.013, 0.024, 0.012], [-0.069, 0.021, -0.070], [0.027, -0.055, -0.146], [-0.010, 0.021, 0.069], [-0.063, -0.021, 0.034], [-0.037, -0.003, 0.124], [0.242, 0.064, 0.156], [-0.275, -0.006, 0.039], [0.078, -0.022, -0.051], [0.131, 0.075, 0.206], [0.071, -0.031, -0.334], [0.205, 0.049, 0.278], [-0.116, -0.016, -0.084], [-0.235, 0.024, 0.207], [0.460, 0.128, -0.198], [-0.029, -0.027, 0.028], [-0.015, -0.017, -0.036], [-0.047, 0.057, 0.064], [-0.021, 0.041, 0.025], [-0.079, -0.003, 0.033], [-0.053, -0.023, -0.095], [-0.118, -0.030, 0.018]], "mulliken_charge": [2.7942, -0.6222, -1.1398, 0.3561, 0.4142, -0.7241, -1.0295, 1.1162, -0.1511, -1.9543, -1.9008, -0.3174, 1.1093, 1.2727, -0.6591, -0.9310, -0.3524, -1.1121, -0.4947, -0.2225, -0.5010, 0.7038, 1.5619, -0.9133, 0.2476, -0.9272, -0.3677, -0.8564, 0.0899, 0.0397, -1.4310, -1.6913, 0.0988, 0.1369, 0.6293, 0.1371, -1.9277, -1.0804, 0.5002, -0.5166, -0.0633, -0.3025, -0.7675, -0.3752, -0.7753, -0.2196, -1.3577, -1.5331, 0.7364, 0.4071, 0.4598, 0.4164, 0.4367, 0.4496, 0.6369, 0.7528, 0.5033, 0.3973, 0.3913, 0.3909, 0.6605, 0.4761, 0.3779, 0.3864, 0.3981, 0.4377, 0.5044, 0.6675, 0.5833, 0.5885, 0.5620, 0.3987, 0.3868, 0.3881, 0.5056, 0.6974, 0.7524, -0.1864, -0.3423, -1.0771, -0.4268, 0.9882, 0.7713, -1.3084, 0.6882, -0.6896, -0.7727, -0.2249, -0.9239, -0.2338, 2.2262, 0.5259, 0.4500, 0.5541, 0.4199, 0.5024, 0.3199]}